No. 1
Computed, not measured: a 9-piece molecular cluster, C30H33F3N6 overall in a non-equilibrium geometry, with ωB97M-V/def2-TZVPD.

XYZ file:
```
72
C30H33F3N6 | OMol25 | ωB97M-V/def2-TZVPD
F -3.9228 0.8494 -2.5175
C -2.9858 0.2730 -1.6104
C -1.6377 0.6415 -1.7193
C -0.6312 0.1485 -0.8492
C -1.0442 -0.8044 0.1079
C -2.3833 -1.1963 0.2007
C -3.3506 -0.6712 -0.6421
H -1.3343 1.4141 -2.4103
H 0.4107 0.3391 -1.0598
H -0.2603 -1.2326 0.7150
H -2.6750 -1.8504 1.0092
H -4.3452 -0.9479 -0.3249
F -1.7968 0.4173 4.4047
C -1.8512 -0.0994 5.6723
C -0.9511 0.4064 6.6377
C -0.9076 -0.1060 7.9335
C -1.7338 -1.2322 8.2707
C -2.6436 -1.6810 7.3499
C -2.7338 -1.1244 6.0701
H -0.3262 1.2244 6.3107
H -0.2204 0.2997 8.6612
H -1.6232 -1.6997 9.2380
H -3.2434 -2.5425 7.6039
H -3.3935 -1.4054 5.2625
F 3.6539 3.6570 -2.9034
C 4.2158 4.7916 -3.3764
C 3.5702 5.9540 -3.4117
C 4.1973 7.0290 -4.0155
C 5.5030 6.9744 -4.5867
C 6.1510 5.7512 -4.5506
C 5.5120 4.6581 -3.9812
H 2.7145 6.0593 -2.7612
H 3.6377 7.9483 -3.9245
H 6.0253 7.7674 -5.1014
H 7.1329 5.5908 -4.9706
H 5.9726 3.6864 -4.0808
C 1.8345 3.0323 2.2357
C 2.8317 3.5627 3.1585
N 3.5600 4.0397 3.9055
H 1.6502 3.5910 1.3181
H 0.9144 2.9758 2.8174
H 2.0888 2.0525 1.8313
C 3.5602 -4.5633 -4.6322
C 3.5270 -3.3743 -3.7607
N 3.5085 -2.4400 -3.0598
H 4.3225 -4.4344 -5.4007
H 2.6783 -4.5631 -5.2728
H 3.7333 -5.4294 -3.9935
C -6.7058 -0.8771 -5.3975
C -7.5986 0.0779 -4.7546
N -8.2659 0.8388 -4.2048
H -5.9242 -0.5029 -6.0587
H -7.3339 -1.4734 -6.0593
H -6.1988 -1.4825 -4.6461
C 0.0617 1.4850 -7.2486
C 0.3688 0.8543 -8.5410
N 0.5594 0.3147 -9.5273
H -0.3003 2.5007 -7.4083
H 0.9298 1.4715 -6.5896
H -0.6831 0.8349 -6.7895
C -3.0013 -6.6910 5.3200
C -3.8297 -6.1680 4.2331
N -4.3960 -5.8164 3.2430
H -1.9997 -6.9675 4.9907
H -3.5757 -7.5623 5.6343
H -2.8944 -5.9223 6.0854
C 2.1160 -3.4715 5.6626
C 2.6072 -2.5520 4.7128
N 2.9425 -1.7884 3.9621
H 2.9929 -3.8154 6.2111
H 1.6409 -4.2665 5.0879
H 1.5768 -2.7575 6.2852
```

As for the SMILES: Fc1ccccc1.Fc1ccccc1.Fc1ccccc1.CC#N.CC#N.CC#N.CC#N.CC#N.CC#N. The calculated total energy is -48733.7061 eV. Its net charge is 0. The value obtained for the frontier orbital gap is 9.26 eV. Its spin multiplicity is 1. The energy relative to the best compared isomer or geometry (same formula, charge and spin) comes out at 74.5 kcal/mol.

Löwdin population analysis, charges in e, atoms 1 to 8: number 1, F, carries -0.013; number 2, C, carries -0.204; number 3, C, carries -0.029; number 4, C, carries -0.063; number 5, C, carries -0.087; number 6, C, carries -0.092; number 7, C, carries -0.027; number 8, H, carries 0.104

No. 2
Computed, not measured: a 11-piece molecular cluster, C30H33F8N3O24 overall in a non-equilibrium geometry, with ωB97M-V/def2-TZVPD.

XYZ file:
```
98
C30H33F8N3O24 | OMol25 | ωB97M-V/def2-TZVPD
O -1.5119 2.6392 -1.1330
C -0.9576 1.7138 -0.6502
O -1.0061 1.3706 0.6487
C 0.0064 0.3950 0.9040
C 0.3088 -0.1783 -0.4670
F -0.4447 -1.2836 -0.7088
O -0.1498 0.8467 -1.3156
H 0.8458 0.9695 1.3072
H -0.3329 -0.2867 1.6735
H 1.3636 -0.3970 -0.6033
O -2.3713 -2.6497 -1.9481
C -2.9247 -1.9167 -2.6945
O -4.2578 -1.7902 -2.8175
C -4.5524 -0.6851 -3.6684
C -3.1931 -0.0848 -4.0127
F -3.0238 1.1202 -3.3634
O -2.2951 -0.9977 -3.4613
H -5.0807 -1.0869 -4.5361
H -5.2272 0.0730 -3.2720
H -3.0105 0.0871 -5.0700
O 0.6066 -5.5729 2.8558
C -0.3994 -5.1381 2.4279
O -1.6329 -5.5556 2.7853
C -2.5622 -4.5843 2.3085
C -1.8303 -3.9595 1.1121
F -2.0004 -2.5877 1.1884
O -0.4809 -4.2361 1.4132
H -3.5490 -4.9798 2.0935
H -2.6977 -3.7745 3.0314
H -2.1974 -4.2969 0.1444
O -1.1113 5.5521 4.4361
C -0.4959 5.2663 3.4736
O -0.2636 3.9894 3.0892
C 0.5736 3.9674 1.9476
C 0.9491 5.4410 1.7525
F 0.5034 5.8646 0.5089
O 0.2359 6.1343 2.7209
H 1.4931 3.4171 2.1343
H 0.0257 3.6379 1.0696
H 2.0220 5.6237 1.7149
O 2.2268 3.0242 -0.8199
C 3.2951 2.5290 -0.6886
O 3.4594 1.2813 -0.1607
C 4.8332 0.9072 -0.2700
C 5.5376 2.2460 -0.4555
F 6.5438 2.2122 -1.3543
O 4.4937 3.0921 -0.9258
H 5.1837 0.3022 0.5614
H 4.9020 0.2587 -1.1489
H 5.8798 2.6880 0.4824
O 3.0829 -3.4044 7.1390
C 2.3838 -2.9958 6.2874
O 2.5822 -3.1462 4.9531
C 1.6914 -2.2184 4.3161
C 0.5616 -2.0483 5.2955
F -0.3822 -3.0286 5.1923
O 1.2778 -2.2166 6.5114
H 2.3306 -1.3412 4.1868
H 1.4473 -2.6148 3.3332
H 0.1137 -1.0572 5.2933
O -1.3323 -6.3709 -1.6098
C -0.3492 -5.7668 -1.4049
O -0.0891 -4.5113 -1.8536
C 1.2023 -4.1070 -1.3844
C 1.8315 -5.4407 -1.0206
F 2.7013 -5.4084 0.0277
O 0.7103 -6.2330 -0.6927
H 1.8359 -3.6502 -2.1441
H 1.0852 -3.4414 -0.5340
H 2.3030 -5.9509 -1.8669
O -3.1525 8.8966 -1.8187
C -3.1004 7.8766 -1.2465
O -2.3761 6.8004 -1.6071
C -2.5201 5.7869 -0.6231
C -3.4868 6.3664 0.4213
F -2.9032 6.5261 1.6487
O -3.8077 7.6206 -0.1168
H -2.8841 4.8760 -1.0922
H -1.6012 5.5463 -0.0931
H -4.3750 5.7427 0.5157
C -2.5620 4.1612 -4.1155
C -3.9630 3.7538 -4.1353
N -5.0548 3.4103 -4.1396
H -1.9553 3.2634 -4.2019
H -2.3628 4.6684 -3.1745
H -2.3309 4.8466 -4.9265
C 0.7497 -1.8627 -4.1385
C 0.0711 -1.1298 -5.2002
N -0.4911 -0.5187 -5.9911
H 0.8169 -1.2560 -3.2380
H 1.7290 -2.2250 -4.4361
H 0.0872 -2.7039 -3.9100
C 4.3892 -4.7325 2.4026
C 3.7152 -3.5730 1.8378
N 3.1194 -2.7052 1.3980
H 4.5740 -5.4645 1.6232
H 3.6886 -5.1712 3.1189
H 5.2705 -4.4555 2.9738
```

As for the SMILES: O=C1OC[C@@H](F)O1.O=C1OC[C@@H](F)O1.O=C1OC[C@@H](F)O1.O=C1OC[C@@H](F)O1.O=C1OC[C@@H](F)O1.O=C1OC[C@@H](F)O1.O=C1OC[C@@H](F)O1.O=C1OC[C@@H](F)O1.CC#N.CC#N.CC#N. The calculated total energy is -106996.0578 eV. Its net charge is 0. The value obtained for the frontier orbital gap is 10.81 eV. Its spin multiplicity is 1.

Löwdin population analysis, charges in e, atoms 1 to 8: number 1, O, carries 0.179; number 2, C, carries -0.555; number 3, O, carries 0.071; number 4, C, carries -0.037; number 5, C, carries -0.293; number 6, F, carries 0.062; number 7, O, carries 0.128; number 8, H, carries 0.127

No. 3
Computed, not measured: C30H33GeN3OPt as an isolated structure, with ωB97M-V/def2-TZVPD.

XYZ file:
```
69
C30H33GeN3OPt | OMol25 | ωB97M-V/def2-TZVPD
Pt 0.1877 1.1418 -1.5846
O 1.2213 3.0016 -1.2450
C 0.6948 4.3339 -1.0562
C -0.6464 4.5276 -1.7320
C -1.8471 3.8376 -1.0710
C -2.1154 4.3005 0.3320
C -3.0508 5.3076 0.5758
C -3.2937 5.7168 1.8738
C -2.5899 5.1085 2.9016
C -1.6759 4.1230 2.5693
N -1.4325 3.7200 1.3238
H 1.8367 2.8294 -0.4993
H 1.4198 5.0243 -1.4930
H 0.6311 4.5246 0.0156
H -0.5664 4.1912 -2.7692
H -0.8266 5.6068 -1.7635
H -1.6874 2.7567 -1.0664
H -2.7308 4.0308 -1.6827
H -3.5840 5.7494 -0.2564
H -4.0202 6.4927 2.0788
H -2.7372 5.3841 3.9368
H -1.0982 3.6255 3.3422
C -0.7040 -0.4335 -1.6582
Ge 0.1639 -2.1421 -1.2412
C -1.1388 -3.6018 -1.3141
C -0.9272 -4.7554 -2.0654
C -1.8748 -5.7709 -2.0952
C -3.0510 -5.6461 -1.3706
C -3.2797 -4.5014 -0.6189
C -2.3299 -3.4901 -0.5950
C 0.9356 -2.1100 0.5556
C 1.9391 -1.1888 0.8578
C 2.5188 -1.1595 2.1176
C 2.0951 -2.0492 3.0988
C 1.0947 -2.9672 2.8130
C 0.5240 -2.9984 1.5452
C 1.6020 -2.4970 -2.5061
C 1.6953 -1.8092 -3.7140
C 2.7064 -2.1023 -4.6193
C 3.6381 -3.0879 -4.3263
C 3.5604 -3.7765 -3.1237
C 2.5487 -3.4798 -2.2206
H -1.7740 -0.5047 -1.8905
H -0.0130 -4.8638 -2.6386
H -1.6945 -6.6599 -2.6866
H -3.7902 -6.4368 -1.3938
H -4.1975 -4.3973 -0.0536
H -2.5259 -2.5994 -0.0051
H 2.2624 -0.4770 0.1051
H 3.3009 -0.4408 2.3316
H 2.5539 -2.0343 4.0804
H 0.7644 -3.6665 3.5710
H -0.2515 -3.7256 1.3305
H 0.9867 -1.0210 -3.9418
H 2.7698 -1.5566 -5.5524
H 4.4281 -3.3150 -5.0311
H 4.2904 -4.5403 -2.8867
H 2.5057 -4.0167 -1.2782
C -0.4243 0.7612 2.4352
N 0.6268 1.6741 2.9043
C 1.0817 1.5042 4.2800
C 1.5114 2.0777 2.0053
N 2.2801 2.4290 1.2163
H -0.1286 -0.2772 2.6001
H -0.5901 0.9352 1.3730
H -1.3412 0.9822 2.9832
H 1.5012 0.5063 4.4345
H 0.2289 1.6402 4.9456
H 1.8328 2.2559 4.5126
```

The calculated total energy is -97923.2230 eV. Its net charge is 0. The value obtained for the frontier orbital gap is 7.34 eV. Its spin multiplicity is 1. The energy relative to the best compared isomer or geometry (same formula, charge and spin) comes out at 1.0 kcal/mol.

Löwdin population analysis, charges in e, atoms 1 to 8: number 1, Pt, carries 0.758; number 2, O, carries -0.305; number 3, C, carries -0.231; number 4, C, carries -0.178; number 5, C, carries -0.162; number 6, C, carries -0.282; number 7, C, carries -0.023; number 8, C, carries -0.069

For each record above, in turn, the calculated E_HOMO values are -9.210; -11.239; -7.392 eV.